[1]
{"formula": "C77H85AlBrN7P2", "method": "ωB97M-V with the def2-TZVPD basis set", "lumo_energy_ha": -0.158, "e_tot_ev": -186867.425, "spin_multiplicity": 1, "total_charge": 2, "symbols": ["Al", "C", "N", "C", "N", "C", "C", "C", "C", "C", "C", "C", "C", "C", "C", "C", "C", "C", "C", "P", "C", "N", "C", "C", "N", "C", "C", "C", "C", "C", "C", "C", "C", "C", "C", "C", "C", "C", "C", "N", "C", "C", "N", "C", "C", "C", "C", "C", "C", "C", "C", "C", "C", "C", "C", "C", "H", "H", "H", "H", "H", "H", "H", "H", "H", "H", "H", "H", "H", "H", "H", "H", "H", "H", "H", "H", "H", "H", "H", "H", "H", "H", "H", "H", "H", "H", "H", "H", "H", "H", "H", "H", "H", "H", "H", "C", "C", "C", "C", "C", "C", "P", "C", "C", "C", "C", "C", "C", "C", "C", "C", "C", "C", "C", "H", "H", "H", "H", "H", "H", "H", "H", "H", "H", "H", "H", "H", "H", "H", "H", "H", "H", "H", "H", "H", "H", "H", "H", "H", "H", "H", "H", "H", "H", "H", "H", "H", "C", "C", "C", "C", "C", "C", "H", "H", "H", "H", "H", "H", "H", "H", "H", "Br", "C", "C", "C", "C", "N", "C", "H", "H", "H", "H"], "coordinates": [[0.282, -0.416, 0.003], [-0.782, -4.163, 3.618], [-0.041, -3.641, 2.475], [-0.427, -2.680, 1.613], [0.445, -2.553, 0.625], [1.406, -3.521, 0.815], [1.117, -4.200, 1.979], [1.857, -5.262, 2.688], [2.962, -4.913, 3.462], [3.685, -5.892, 4.126], [3.311, -7.225, 4.015], [2.213, -7.577, 3.244], [1.485, -6.599, 2.583], [2.273, -3.991, -0.283], [1.761, -3.923, -1.581], [2.454, -4.475, -2.646], [3.670, -5.109, -2.427], [4.187, -5.176, -1.141], [3.496, -4.623, -0.072], [-2.113, -2.022, 1.537], [-2.207, -2.060, -0.287], [-1.296, -1.598, -1.145], [-1.685, -2.048, -2.403], [-2.887, -2.704, -2.277], [-3.186, -2.713, -0.939], [-4.394, -3.284, -0.352], [-3.807, -3.291, -3.268], [-4.432, -2.471, -4.203], [-5.307, -3.014, -5.131], [-5.564, -4.379, -5.129], [-4.943, -5.201, -4.199], [-4.067, -4.660, -3.270], [-0.852, -1.997, -3.622], [0.215, -1.120, -3.732], [1.030, -1.098, -4.853], [0.794, -1.978, -5.897], [-0.260, -2.876, -5.798], [-1.072, -2.889, -4.677], [-2.132, -0.213, 1.636], [-1.781, 0.635, 0.669], [-2.528, 1.792, 0.909], [-3.217, 1.630, 2.089], [-2.954, 0.365, 2.533], [-3.576, -0.226, 3.714], [-3.954, 2.608, 2.919], [-3.209, 3.413, 3.780], [-3.840, 4.347, 4.587], [-5.221, 4.482, 4.538], [-5.967, 3.676, 3.690], [-5.337, 2.741, 2.883], [-2.878, 3.006, 0.104], [-4.211, 3.028, -0.320], [-4.779, 4.155, -0.891], [-4.027, 5.310, -1.033], [-2.694, 5.294, -0.651], [-2.117, 4.153, -0.115], [-1.410, -3.383, 4.038], [-0.072, -4.496, 4.370], [-1.401, -5.007, 3.317], [3.254, -3.872, 3.533], [4.540, -5.615, 4.728], [3.877, -7.989, 4.530], [1.926, -8.616, 3.152], [0.636, -6.876, 1.970], [0.799, -3.453, -1.746], [2.036, -4.415, -3.643], [4.211, -5.549, -3.253], [5.135, -5.667, -0.964], [3.914, -4.685, 0.924], [-5.220, -3.145, -1.045], [-4.617, -2.778, 0.582], [-4.267, -4.349, -0.163], [-4.222, -1.408, -4.209], [-5.789, -2.372, -5.856], [-6.248, -4.801, -5.852], [-5.134, -6.266, -4.202], [-3.565, -5.307, -2.560], [0.381, -0.417, -2.929], [1.844, -0.387, -4.924], [1.424, -1.966, -6.776], [-0.450, -3.577, -6.599], [-1.870, -3.615, -4.624], [-4.629, -0.429, 3.522], [-3.499, 0.478, 4.539], [-3.069, -1.148, 3.979], [-2.130, 3.309, 3.803], [-3.256, 4.969, 5.251], [-5.716, 5.216, 5.159], [-7.043, 3.776, 3.653], [-5.927, 2.111, 2.227], [-4.809, 2.133, -0.205], [-5.815, 4.135, -1.202], [-4.467, 6.206, -1.448], [-2.085, 6.180, -0.779], [-1.063, 4.180, 0.117], [1.679, 5.030, 2.727], [0.261, 4.450, 2.594], [0.270, 3.158, 1.765], [1.279, 3.332, 0.619], [2.649, 3.149, 1.328], [2.693, 3.892, 2.684], [1.261, 2.147, -0.834], [2.882, 2.611, -1.710], [4.152, 1.807, -1.322], [5.433, 2.640, -1.425], [5.457, 3.437, -2.728], [4.235, 4.381, -2.838], [3.215, 4.120, -1.728], [0.164, 2.365, -2.391], [-1.275, 1.856, -2.293], [-1.919, 1.837, -3.679], [-2.174, 3.268, -4.174], [-1.150, 4.246, -3.589], [0.213, 3.604, -3.334], [1.776, 5.593, 3.655], [1.884, 5.735, 1.917], [-0.411, 5.182, 2.137], [-0.143, 4.237, 3.588], [-0.739, 2.905, 1.457], [0.605, 2.319, 2.375], [1.199, 4.344, 0.211], [3.469, 3.499, 0.717], [2.809, 2.078, 1.497], [3.703, 4.264, 2.858], [2.471, 3.201, 3.499], [2.654, 2.344, -2.744], [4.252, 0.973, -2.020], [4.071, 1.374, -0.325], [6.294, 1.970, -1.380], [5.529, 3.314, -0.570], [5.466, 2.735, -3.565], [6.382, 4.009, -2.794], [3.744, 4.249, -3.805], [4.551, 5.424, -2.789], [2.342, 4.744, -1.880], [3.636, 4.441, -0.779], [0.710, 1.571, -2.924], [-1.876, 2.487, -1.648], [-1.307, 0.860, -1.842], [-2.852, 1.269, -3.655], [-1.260, 1.324, -4.382], [-3.180, 3.589, -3.896], [-2.130, 3.286, -5.264], [-1.529, 4.662, -2.659], [-1.012, 5.089, -4.267], [0.883, 4.371, -2.974], [0.623, 3.279, -4.295], [1.485, 1.182, 5.130], [0.952, -0.130, 4.545], [-0.463, -0.395, 5.092], [1.881, -1.288, 4.936], [0.868, -0.057, 3.076], [0.727, -0.069, 1.872], [1.399, 1.161, 6.217], [0.917, 2.036, 4.758], [2.536, 1.325, 4.876], [-0.413, -0.729, 6.129], [-0.965, -1.167, 4.505], [-1.068, 0.514, 5.053], [1.936, -1.375, 6.022], [2.889, -1.120, 4.554], [1.512, -2.234, 4.532], [4.829, -1.511, -3.757], [4.177, -1.369, -2.001], [5.009, -1.533, -0.913], [4.461, -1.333, 0.342], [3.129, -1.000, 0.461], [2.309, -0.866, -0.601], [2.843, -1.053, -1.810], [6.052, -1.788, -1.044], [5.066, -1.435, 1.232], [2.683, -0.834, 1.431], [2.208, -0.943, -2.666]], "atomic_forces_ev_per_a": [[0.8, -0.2, -0.3], [0.0, 0.0, 0.0], [-0.1, -0.3, -0.1], [0.0, 0.0, 0.0], [-0.1, -0.1, 0.2], [-0.2, -0.2, -0.1], [0.2, 0.3, 0.2], [0.0, 0.0, 0.0], [0.0, -0.1, 0.0], [0.0, 0.0, 0.0], [0.0, 0.0, 0.0], [0.0, 0.0, 0.0], [0.0, 0.0, 0.0], [0.0, 0.1, 0.0], [0.0, 0.0, 0.0], [0.0, 0.0, 0.0], [0.0, 0.1, 0.0], [0.0, 0.0, 0.0], [0.0, 0.0, 0.0], [-0.1, 0.0, -0.2], [0.0, 0.0, 0.1], [0.4, 0.3, 0.1], [0.1, 0.1, -0.1], [0.0, 0.0, 0.0], [0.0, 0.1, 0.1], [0.0, 0.0, 0.0], [-0.1, 0.0, 0.0], [0.0, 0.0, 0.0], [0.0, 0.0, 0.0], [0.0, 0.0, 0.0], [0.0, 0.0, 0.0], [0.0, 0.0, 0.0], [0.0, 0.0, 0.0], [-0.2, 0.2, 0.0], [0.0, 0.1, 0.0], [0.0, 0.0, 0.0], [0.0, 0.0, 0.0], [0.0, -0.1, 0.0], [0.1, 0.0, 0.2], [-0.6, 0.1, -0.2], [0.1, -0.1, 0.2], [0.1, 0.1, 0.2], [-0.2, 0.0, 0.1], [-0.1, 0.0, -0.1], [0.0, 0.0, 0.0], [0.0, 0.0, 0.0], [0.0, 0.0, 0.0], [0.0, 0.0, 0.0], [0.0, 0.0, 0.0], [0.0, -0.1, 0.0], [-0.3, 0.0, 0.0], [0.0, -0.1, 0.0], [0.0, 0.0, 0.0], [0.0, 0.0, 0.0], [0.0, 0.0, 0.0], [0.0, 0.1, 0.2], [0.0, 0.0, 0.0], [0.0, 0.0, 0.0], [0.0, 0.0, 0.0], [0.0, 0.0, 0.0], [0.0, 0.0, 0.0], [0.0, 0.0, 0.0], [0.0, 0.0, 0.0], [0.0, 0.0, 0.0], [0.0, 0.0, 0.0], [0.0, 0.0, 0.0], [0.0, 0.0, 0.0], [0.0, 0.0, 0.0], [0.0, 0.0, 0.0], [0.0, 0.0, 0.0], [0.0, 0.0, 0.0], [0.0, 0.0, 0.0], [0.0, 0.0, 0.0], [0.0, 0.0, 0.0], [0.0, 0.0, 0.0], [0.0, 0.0, 0.0], [0.0, 0.0, 0.0], [0.0, 0.2, 0.1], [0.0, 0.0, 0.0], [0.0, 0.0, 0.0], [0.0, 0.0, 0.0], [0.0, 0.0, 0.0], [0.0, 0.0, 0.0], [0.0, 0.0, 0.0], [0.0, 0.0, 0.0], [0.0, 0.0, 0.0], [0.0, 0.0, 0.0], [0.0, 0.0, 0.0], [0.0, 0.0, 0.0], [0.0, 0.0, 0.0], [0.0, 0.0, 0.1], [0.0, 0.0, 0.0], [0.0, 0.0, 0.0], [0.0, 0.0, 0.0], [-0.1, 0.0, 0.0], [0.0, -0.1, 0.0], [0.0, 0.0, 0.0], [-0.1, 0.1, 0.0], [0.1, -0.3, 0.0], [0.0, 0.0, 0.1], [0.0, 0.0, 0.0], [-0.6, 0.0, -0.7], [0.0, -0.1, 0.2], [0.0, 0.0, -0.1], [0.0, 0.0, 0.0], [0.0, 0.0, 0.0], [0.0, 0.0, 0.0], [0.0, -0.1, -0.1], [0.0, 0.1, 0.2], [0.0, -0.2, 0.0], [0.0, 0.1, 0.1], [0.0, -0.1, 0.0], [0.0, 0.0, 0.0], [0.1, -0.1, 0.0], [0.0, 0.0, 0.0], [0.0, 0.0, 0.0], [0.0, 0.0, 0.0], [0.0, 0.0, 0.0], [0.3, 0.1, 0.0], [-0.1, 0.1, -0.1], [0.1, 0.0, 0.0], [0.1, 0.0, -0.1], [0.0, 0.0, 0.0], [0.0, 0.0, 0.0], [0.0, 0.0, 0.0], [-0.1, 0.1, -0.1], [0.0, 0.3, 0.1], [0.0, 0.1, 0.0], [0.0, 0.0, 0.0], [0.0, 0.0, 0.0], [0.0, 0.0, 0.0], [0.0, 0.0, 0.0], [0.0, 0.0, 0.0], [0.0, 0.0, 0.0], [-0.2, 0.0, 0.0], [0.0, 0.0, 0.0], [0.0, 0.0, 0.0], [0.2, -0.1, -0.3], [0.0, 0.0, -0.1], [0.0, 0.0, 0.0], [0.1, -0.1, 0.0], [0.0, 0.0, 0.0], [0.0, 0.0, 0.0], [0.0, 0.0, 0.0], [0.0, 0.0, 0.0], [0.2, 0.1, 0.1], [0.0, 0.0, 0.0], [0.0, 0.0, 0.1], [0.0, 0.0, 0.1], [0.1, 0.0, -0.1], [0.0, 0.0, 0.0], [0.0, -0.1, 0.0], [-0.1, 0.1, -0.1], [0.0, 0.0, 0.0], [0.0, 0.0, 0.0], [0.0, 0.0, 0.0], [0.0, 0.0, 0.0], [0.1, 0.0, 0.0], [0.0, 0.0, -0.1], [0.0, 0.0, 0.0], [0.0, 0.0, 0.0], [0.0, 0.0, 0.0], [0.0, 0.0, 0.0], [0.0, -0.2, 0.0], [0.0, 0.0, 0.0], [0.0, 0.0, 0.0], [0.0, 0.0, -0.1], [0.0, -0.1, 0.2], [0.0, -0.1, 0.1], [0.0, 0.0, 0.0], [0.0, 0.0, 0.0], [0.0, 0.0, 0.0], [-0.1, 0.0, -0.1]], "lowdin_charge": [0.40, 0.01, -0.03, -0.45, 0.08, -0.13, -0.10, -0.20, -0.04, -0.06, -0.06, -0.06, -0.02, -0.16, -0.03, -0.07, -0.07, -0.06, -0.02, 1.23, -0.41, 0.11, -0.12, -0.11, -0.03, 0.01, -0.22, -0.02, -0.05, -0.06, -0.06, -0.04, -0.14, -0.08, -0.08, -0.06, -0.05, 0.00, -0.46, 0.12, -0.14, -0.13, -0.03, 0.00, -0.18, -0.02, -0.06, -0.06, -0.06, -0.03, -0.18, -0.03, -0.05, -0.06, -0.07, -0.05, 0.07, 0.10, 0.11, 0.11, 0.11, 0.11, 0.11, 0.12, 0.10, 0.11, 0.11, 0.11, 0.11, 0.11, 0.07, 0.10, 0.12, 0.11, 0.11, 0.11, 0.12, 0.06, 0.10, 0.11, 0.12, 0.11, 0.11, 0.10, 0.05, 0.10, 0.11, 0.11, 0.11, 0.12, 0.12, 0.11, 0.11, 0.12, 0.09, -0.18, -0.17, -0.23, -0.40, -0.19, -0.16, 1.18, -0.37, -0.20, -0.19, -0.17, -0.17, -0.21, -0.40, -0.23, -0.17, -0.17, -0.18, -0.16, 0.12, 0.11, 0.11, 0.10, 0.06, 0.07, 0.11, 0.07, 0.10, 0.12, 0.08, 0.10, 0.07, 0.08, 0.12, 0.11, 0.11, 0.11, 0.11, 0.12, 0.09, 0.10, 0.06, 0.07, 0.06, 0.11, 0.11, 0.11, 0.11, 0.07, 0.12, 0.08, 0.13, -0.04, -0.59, -0.03, -0.04, -0.06, -0.05, 0.10, 0.07, 0.09, 0.10, 0.05, 0.08, 0.10, 0.09, 0.07, 0.84, -0.68, -0.07, -0.02, -0.13, 0.03, -0.18, 0.13, 0.13, 0.08, 0.07]}



[2]
{"formula": "C4H9NO2", "method": "ωB97M-V with the def2-TZVPD basis set", "e_above_lowest_kcal_mol": 179.7, "lumo_energy_ha": -0.117, "e_tot_ev": -9872.269, "spin_multiplicity": 1, "symbols": ["C", "O", "C", "C", "C", "N", "O", "H", "H", "H", "H", "H", "H", "H", "H", "H"], "coordinates": [[1.349, -0.337, 0.677], [2.296, -0.219, -0.220], [0.088, -0.646, -0.169], [-0.979, -1.396, 0.565], [-1.184, 0.141, 0.137], [-2.049, 0.227, -1.026], [-1.303, 0.982, 1.043], [1.104, 0.568, 1.283], [1.509, -1.161, 1.383], [2.828, 2.034, -0.718], [0.253, -0.891, -1.216], [3.019, 2.735, -0.928], [-1.651, -2.104, 0.106], [-0.882, -1.448, 1.639], [-1.579, 0.694, -1.793], [-2.819, 0.823, -0.763]], "atomic_forces_ev_per_a": [[1.1, 1.3, 1.0], [-0.5, -0.3, -0.3], [-1.0, -2.9, 1.1], [2.3, -1.1, -0.6], [-1.9, 3.7, -1.1], [0.4, 0.0, 0.4], [0.3, -1.0, 0.2], [0.0, 0.0, -0.2], [-0.1, -0.3, 0.1], [0.1, 0.4, -0.1], [-0.3, 0.3, -0.1], [-0.1, -0.3, 0.1], [0.0, 0.0, -0.2], [-0.1, 0.2, 0.0], [0.1, -0.2, -0.2], [-0.2, 0.2, 0.1]], "nbo_charge": [-0.04, -0.54, -0.19, -0.25, 0.49, -0.84, -0.47, 0.16, 0.14, 0.03, 0.28, -0.04, 0.24, 0.24, 0.38, 0.38]}